Record 1
87
Properties=species:S:1:pos:R:3:forces:R:3 method="wB97M-V/def2-TZVPD" s2=2.0206 molar_mass_g_mol=1068.719 e_homo_ev="-6.53 / -7.39" total_energy_ev=-122834.4610 e_above_lowest_kj_mol=397.13 lumo_energy_ev="-0.48 / -0.48" multiplicity=3
W 1.140 0.305 -0.115 -0.2 0.0 -0.1
C 3.642 -0.508 -5.975 0.0 0.0 0.0
C 2.588 -0.197 -4.950 0.0 0.0 0.0
C 2.451 1.094 -4.449 0.0 0.0 0.0
C 1.543 1.371 -3.446 0.0 0.0 0.0
C 0.763 0.367 -2.884 -0.1 -0.1 -0.1
N -0.048 0.619 -1.733 0.3 0.1 0.2
C -1.383 0.935 -1.953 0.0 0.0 0.0
C -1.930 0.939 -3.242 0.0 0.0 0.0
C -3.254 1.278 -3.464 0.0 0.0 0.0
C -4.099 1.636 -2.421 -0.1 0.0 -0.1
C -5.548 1.974 -2.659 0.1 0.0 0.0
C -3.559 1.648 -1.144 0.1 0.0 0.0
C -2.236 1.309 -0.903 0.0 0.0 0.0
N -1.734 1.309 0.443 0.0 0.1 0.0
C -1.075 2.527 0.931 0.0 -0.1 0.0
C -1.955 2.551 2.828 0.0 0.0 0.0
C -2.774 1.339 2.464 0.1 0.0 0.0
N -2.659 0.763 1.330 0.0 0.0 0.0
C 0.835 -0.911 -3.443 0.0 0.1 0.1
C 1.749 -1.183 -4.451 0.0 -0.1 0.0
N -0.018 -1.966 -3.013 0.0 0.0 -0.1
C -0.625 -2.855 -3.834 0.0 -0.1 0.0
C -1.235 -3.790 -3.036 0.0 0.0 -0.1
C -0.937 -3.372 -1.728 0.0 0.1 0.1
N -0.206 -2.270 -1.716 0.2 -0.1 0.0
H 3.536 0.125 -6.857 0.0 0.0 0.0
H 3.590 -1.549 -6.294 0.0 0.0 0.0
H 4.633 -0.326 -5.555 0.0 0.0 0.0
H 3.090 1.885 -4.823 0.0 0.0 0.0
H 1.463 2.367 -3.038 0.0 0.0 0.0
H -1.301 0.668 -4.079 0.0 0.0 0.0
H -3.636 1.259 -4.479 0.0 0.0 0.0
H -5.750 2.091 -3.723 0.0 0.0 0.0
H -5.825 2.904 -2.160 0.0 0.0 0.0
H -6.204 1.189 -2.279 0.0 0.0 0.0
H -4.185 1.901 -0.295 0.0 0.0 0.0
H -0.377 2.906 0.186 0.0 0.0 0.0
H -2.124 2.931 3.832 0.0 0.0 0.0
H -3.482 0.902 3.160 0.0 0.0 0.0
H 1.833 -2.200 -4.815 0.0 0.0 0.0
H -0.588 -2.742 -4.904 0.0 0.0 0.0
H -1.823 -4.634 -3.352 0.0 0.0 0.0
H -1.234 -3.825 -0.793 0.0 0.0 0.0
O 1.632 0.683 1.832 0.0 -0.1 0.0
S 2.186 1.879 2.654 -0.1 0.0 0.1
C 2.215 1.031 4.258 0.0 0.0 -0.1
C 0.979 0.202 4.624 0.0 0.0 0.0
C 0.859 -1.173 3.924 0.0 0.0 0.0
C -0.587 -1.557 3.577 0.0 0.0 0.0
S -0.827 -2.115 1.858 0.1 0.0 0.2
O -0.045 -1.116 1.060 0.0 -0.1 -0.3
C 0.170 -3.592 1.913 0.0 0.0 0.0
C -0.418 -4.759 2.387 0.0 0.0 0.0
C 0.339 -5.917 2.435 0.0 0.0 0.0
C 1.658 -5.904 1.995 0.0 0.0 0.0
C 2.223 -4.735 1.504 -0.1 -0.1 0.0
C 1.476 -3.566 1.458 0.0 0.0 0.0
C 0.697 2.877 2.710 -0.2 0.0 0.0
C 0.839 4.203 2.709 0.1 0.0 0.0
C -0.245 5.146 2.444 -0.1 0.1 0.0
C -1.456 4.866 1.948 0.0 -0.1 0.0
C -2.043 3.528 1.615 0.0 0.0 0.0
C -0.541 2.143 2.340 0.1 0.0 0.0
H 2.401 1.819 4.990 0.0 0.0 0.0
H 3.119 0.423 4.182 0.0 0.0 0.0
H 0.082 0.801 4.453 0.0 0.0 0.0
H 1.016 0.052 5.706 0.0 0.0 0.0
H 1.287 -1.945 4.565 0.0 0.0 0.0
H 1.453 -1.161 3.014 0.0 0.0 0.0
H -1.272 -0.710 3.656 0.0 0.0 0.0
H -0.990 -2.362 4.196 0.0 0.0 0.0
H -1.455 -4.763 2.705 0.0 0.0 0.0
H -0.102 -6.834 2.803 0.0 0.0 0.0
H 2.245 -6.813 2.024 0.0 0.0 0.0
H 3.245 -4.728 1.148 0.0 0.0 0.0
H 1.901 -2.654 1.057 0.0 0.0 0.0
H 1.831 4.617 2.857 0.0 0.0 0.0
H -0.019 6.189 2.630 0.0 0.0 0.0
H -2.125 5.706 1.796 0.0 0.0 0.0
H -3.023 3.639 1.154 0.0 0.0 0.0
H -0.374 1.077 2.426 0.0 0.0 0.0
S 5.128 0.863 1.798 0.0 0.0 0.0
Sb 4.422 1.064 -0.344 -0.1 -0.1 0.2
S 2.964 -0.937 -0.680 -0.1 0.0 0.0
S 2.359 2.353 -0.455 0.0 0.0 0.0
S 5.745 1.415 -2.096 0.1 0.1 -0.2

---

Record 2
137
Properties=species:S:1:pos:R:3:forces:R:3 method="wB97M-V/def2-TZVPD" molar_mass_g_mol=2685.215 e_homo_ev=-11.28 total_energy_ev=-850806.7910 total_charge=+1 lumo_energy_ev=-3.11
C -1.486 2.692 3.092 -1.0 1.1 -0.7
C -3.122 2.374 2.962 -1.4 1.3 4.6
O -3.870 2.666 4.028 3.9 -2.2 -6.5
N -3.606 1.833 1.635 -0.4 1.0 2.0
C -3.858 3.098 0.790 0.5 0.9 0.3
C -4.868 1.008 1.757 -1.3 -0.6 -0.9
C -4.678 -0.463 0.987 1.6 0.9 0.7
C -3.549 -1.279 1.913 -1.6 0.7 0.2
C -3.478 -2.813 1.419 -3.1 0.8 1.6
N -2.136 -3.422 1.081 0.9 -1.3 0.0
P -2.672 -5.165 1.102 -5.2 -3.8 -3.6
O -3.884 -5.454 0.122 4.0 1.6 3.1
C -1.673 -2.866 -0.283 -1.3 2.7 -2.9
C -1.752 -3.787 -1.619 -2.7 1.6 -3.6
Br -0.807 -5.528 -1.988 -0.9 1.9 0.7
C -2.608 -3.298 -2.775 1.7 -0.1 3.0
C -3.464 -1.866 -2.756 -0.1 -0.2 0.7
Br -2.767 -4.332 -4.527 0.2 1.5 2.6
C -0.415 -1.778 -0.092 0.2 -1.2 0.5
I -1.072 0.298 -0.605 -0.5 -0.5 1.4
C 0.849 -1.897 -1.184 0.9 -1.1 -0.3
N 0.723 -0.916 -2.335 1.4 -1.7 0.1
C -0.034 -2.055 1.516 1.9 1.2 -0.7
C 0.164 -0.722 2.492 1.1 -0.1 0.5
C 1.311 -1.103 3.649 -2.1 -2.3 6.3
O 1.024 -1.554 4.872 1.6 3.0 -8.3
Br 3.296 -0.837 3.265 -2.1 -0.2 0.0
C -0.984 -3.303 2.103 2.7 1.2 2.8
C -1.496 -3.171 3.695 -1.4 0.2 -0.1
C 0.063 -4.535 2.317 0.7 -1.3 0.1
C 0.914 -5.061 1.041 -0.4 -0.9 -0.1
O 2.301 -5.297 1.492 -0.7 2.0 -1.7
C 3.220 -4.236 1.065 -0.1 0.5 -0.1
C 4.635 -4.952 0.651 -1.7 -1.1 -1.8
F 4.279 -6.369 0.264 1.4 4.2 1.1
F 5.100 -4.308 -0.607 -0.6 -1.4 4.5
C 5.757 -5.040 1.839 0.7 -2.5 2.2
F 5.734 -6.474 2.318 0.1 4.6 -1.3
F 5.451 -4.228 3.052 0.8 -2.2 -4.1
C 7.301 -4.764 1.360 1.0 -1.6 -0.2
F 7.598 -5.664 0.187 -1.0 2.9 4.1
F 8.225 -5.134 2.495 -3.0 1.2 -3.8
C 7.643 -3.223 0.932 1.3 0.9 -2.3
F 7.860 -3.158 -0.562 -0.9 -0.8 4.5
F 6.587 -2.230 1.226 2.5 -3.8 0.1
H -0.969 2.531 2.054 -0.9 0.0 2.1
H -1.406 3.852 3.327 -0.2 -2.5 -0.3
H -0.976 2.121 3.977 -1.2 0.9 -1.8
H -4.351 3.871 1.527 0.6 -1.5 -1.9
H -2.835 3.590 0.434 -2.1 -1.2 0.7
H -4.524 2.855 -0.147 1.3 0.5 2.0
H -5.730 1.634 1.242 2.2 -1.8 1.5
H -5.193 0.750 2.851 0.8 0.9 -1.9
H -5.692 -1.052 0.888 2.0 1.2 0.2
H -4.151 -0.267 -0.049 -1.3 -0.4 1.8
H -4.010 -1.262 3.014 1.3 -0.1 -2.3
H -2.568 -0.652 1.876 -1.7 -1.3 0.0
H -4.266 -2.921 0.528 2.3 -0.2 1.7
H -3.932 -3.491 2.291 1.0 1.5 -1.8
H -1.639 -6.096 0.767 0.1 1.1 0.4
H -3.144 -5.536 2.443 1.1 1.0 -0.8
H -2.538 -2.081 -0.486 1.7 -1.9 0.1
H -4.307 -1.913 -1.910 1.9 -0.1 -1.8
H -4.012 -1.636 -3.750 1.1 -0.8 1.6
H -2.776 -0.941 -2.514 -1.2 -2.1 -0.5
H 1.860 -1.713 -0.618 -2.0 -0.3 -0.8
H 0.925 -2.992 -1.644 -0.4 2.2 1.2
H 1.516 -0.221 -2.313 -1.2 -1.2 -0.2
H 0.709 -1.449 -3.245 0.3 1.0 1.4
H 1.120 -2.331 1.376 -2.6 -0.2 0.6
H 0.649 0.198 1.908 -1.3 -2.1 1.1
H -0.788 -0.425 3.095 1.8 -0.4 -1.2
H -2.415 -3.915 3.861 2.0 1.6 -0.4
H -0.682 -3.487 4.468 -1.4 0.7 -1.8
H -1.863 -2.099 3.971 0.7 -2.0 -0.6
H 0.874 -4.144 3.104 -1.9 -0.6 -1.8
H -0.405 -5.496 2.848 0.7 2.2 -1.0
H 0.532 -6.121 0.645 0.8 2.4 1.0
H 0.804 -4.328 0.141 0.6 -1.2 1.6
H 2.864 -3.630 0.108 0.7 -1.6 1.8
H 3.287 -3.457 1.935 0.5 -1.5 -1.6
H 8.706 -2.942 1.397 -2.8 -0.2 -0.8
C 5.470 2.992 2.818 0.1 0.1 0.1
Cl 5.144 3.030 4.569 0.1 0.0 -0.4
Cl 4.007 3.488 1.931 0.3 -0.1 0.2
Cl 6.803 4.112 2.438 -0.4 -0.3 0.1
Cl 5.926 1.340 2.334 0.0 0.4 0.0
C -4.730 4.458 7.394 0.0 0.0 0.0
Cl -5.054 5.104 9.023 0.1 -0.2 -0.4
Cl -3.472 5.442 6.605 -0.3 -0.2 0.2
Cl -4.171 2.771 7.524 -0.1 0.4 0.0
Cl -6.224 4.515 6.424 0.4 0.0 0.2
C 4.676 -5.632 -4.196 0.1 -0.2 0.0
Cl 3.097 -5.438 -4.998 0.3 0.0 0.2
Cl 5.602 -6.917 -5.013 -0.3 0.4 0.2
Cl 5.581 -4.100 -4.287 -0.2 -0.3 0.1
Cl 4.426 -6.074 -2.489 -0.1 -0.2 -1.1
C 7.676 0.504 -1.738 0.1 0.0 0.1
Cl 6.854 -0.061 -3.214 0.1 0.1 0.3
Cl 7.207 -0.530 -0.364 0.2 1.4 -1.1
Cl 9.440 0.417 -1.971 -0.7 0.1 0.1
Cl 7.203 2.188 -1.402 0.1 -0.3 -0.1
C -9.124 2.639 1.648 -0.4 0.2 0.1
Cl -10.409 1.417 1.474 0.4 0.3 0.0
Cl -8.714 2.829 3.371 0.0 -0.1 -0.5
Cl -7.679 2.113 0.748 -1.1 0.3 -0.1
Cl -9.694 4.197 0.998 0.2 -0.4 0.2
C 3.191 5.699 -1.461 0.2 0.2 -0.1
Cl 3.880 7.205 -0.805 -0.2 -0.5 -0.2
Cl 1.857 5.151 -0.415 0.2 0.1 -0.2
Cl 2.573 5.995 -3.106 0.1 -0.1 0.4
Cl 4.454 4.443 -1.519 -0.3 0.3 0.0
C -1.309 -8.827 -4.415 -0.2 -0.2 -0.1
Cl -1.404 -7.363 -5.425 0.1 -0.4 0.2
Cl -0.984 -10.242 -5.450 -0.1 0.4 0.3
Cl 0.006 -8.646 -3.228 -0.2 0.0 -0.2
Cl -2.854 -9.060 -3.560 0.4 0.1 -0.2
C -4.609 7.103 -0.682 -0.2 0.2 0.0
Cl -5.432 6.539 -2.158 0.0 -0.2 0.5
Cl -5.078 6.070 0.691 0.0 0.5 -0.4
Cl -2.845 7.017 -0.915 -0.3 -0.1 0.2
Cl -5.082 8.788 -0.346 -0.1 -0.6 0.5
C -4.309 10.344 -4.147 0.1 0.0 -0.1
Cl -4.387 9.774 -5.833 0.3 -0.5 0.7
Cl -5.921 10.905 -3.635 0.3 -0.1 -0.1
Cl -3.782 9.009 -3.092 0.3 0.9 -1.1
Cl -3.147 11.690 -4.028 -0.3 -0.3 0.0
C -5.509 12.759 -8.371 -0.1 0.1 0.1
Cl -7.089 12.953 -9.172 0.4 -0.1 0.2
Cl -4.583 11.473 -9.187 -0.2 0.3 0.2
Cl -4.605 14.291 -8.461 -0.2 -0.4 0.0
Cl -5.760 12.317 -6.663 -0.3 0.7 -0.7
C 12.491 2.663 -3.407 0.0 0.1 -0.1
Cl 10.884 3.108 -4.034 0.4 -0.1 0.1
Cl 13.007 3.861 -2.193 -0.1 -0.3 -0.3
Cl 12.409 1.051 -2.653 0.3 0.3 -0.2
Cl 13.664 2.633 -4.747 -0.3 0.0 0.4